# 1
Computed, not measured: an isolated ion of composition C4H10NO2 and charge -1, with ωB97M-V/def2-TZVPD.

Structure (XYZ):
```
17
C4H10NO2 | the Open Molecules 2025 dataset | ωB97M-V/def2-TZVPD
H -0.356 -1.758 -1.798
O -1.036 1.634 0.903
H -0.350 0.499 2.683
H 0.607 -0.822 1.751
C -1.052 0.168 0.719
O 1.661 0.157 -1.899
H 1.065 1.505 -0.508
H 1.711 -0.070 0.241
C 1.164 0.311 -0.650
N -0.195 -1.665 -0.801
C -0.346 -0.368 2.009
H 0.767 -1.957 -0.691
H -0.868 0.103 -1.501
H -0.979 -1.181 2.416
H -2.129 -0.027 0.867
H -0.108 1.865 1.014
C -0.329 -0.172 -0.561
```

Summary:
Charge ... -1
LUMO level ... 4.0321 eV
E_HOMO ... -2.4771 eV
SMILES string ... C[C@@H](O)[C@H](N)C[O-]



# 2
Computed, not measured: an isolated ion of composition C5H4N and charge +1, with ωB97M-V/def2-TZVPD.

Structure (XYZ):
```
10
C5H4N | the Open Molecules 2025 dataset | ωB97M-V/def2-TZVPD
C 0.415 -0.806 1.018
H 2.274 -0.985 -0.490
H -2.170 2.495 0.007
H -0.401 -1.435 -1.020
C 1.400 -0.386 -0.114
C -0.493 -1.135 1.851
C -1.616 1.654 -0.320
H 1.768 0.537 0.032
N -1.139 0.658 -0.599
C -0.037 -0.597 -0.365
```

Summary:
Charge ... +1
LUMO level ... -5.7344 eV
E_HOMO ... -15.4298 eV



# 3
Computed, not measured: a 11-piece molecular cluster, C6H36N2O10 overall, with ωB97M-V/def2-TZVPD.

Structure (XYZ):
```
54
C6H36N2O10 | the Open Molecules 2025 dataset | ωB97M-V/def2-TZVPD
H 2.055 3.381 -0.847
H -1.506 0.152 1.324
H -0.131 -3.001 3.278
H -3.587 0.010 -2.039
H -0.865 0.484 4.214
H -3.338 -0.505 -3.417
O -1.508 1.942 -1.963
H -2.471 1.856 -2.075
O 1.773 2.756 -0.177
H -1.005 1.875 -4.498
O 0.188 1.187 2.092
O -3.441 0.341 -2.961
H -1.182 2.844 -1.997
H 1.538 1.889 -0.521
H 3.358 1.061 1.558
H 0.916 -1.795 -2.365
H -3.359 -0.245 -0.121
C 2.790 -0.682 -0.365
H 0.630 -3.009 -0.273
O -2.375 3.798 0.690
H 1.086 -1.571 2.316
O 3.422 1.851 2.106
C 2.434 -0.230 -1.792
H 2.609 -2.272 -2.525
H 0.747 -0.649 -0.168
O -0.119 1.533 -4.368
O -1.642 1.035 4.076
C -0.980 -2.767 2.638
O -1.795 -0.050 0.424
H 1.660 0.535 -1.793
C 0.685 -3.030 0.813
H -1.324 -2.529 0.653
C 1.919 -1.430 -2.590
H 0.893 1.836 2.255
H -1.207 -1.723 2.885
H 2.513 -2.213 1.551
N 1.541 -0.713 0.456
H -2.479 3.733 -0.257
H 3.254 0.239 -2.330
H 1.061 -4.028 1.033
H -1.828 -3.348 3.006
H 3.530 2.537 1.438
H 3.193 -1.689 -0.380
H -1.314 1.762 3.546
C 1.515 -1.867 1.363
H 3.443 0.105 0.012
H 0.650 0.727 1.356
O -4.267 -0.045 -0.489
H 1.921 -1.183 -3.650
H -4.839 -0.250 0.251
H -1.285 0.539 -0.160
N -0.742 -3.115 1.247
H -2.521 2.970 1.139
H -0.213 0.961 -3.598
```

Summary:
LUMO level ... 0.0976 eV
E_HOMO ... -8.8558 eV
SMILES string ... CCCNCCNC.O.O.O.O.O.O.O.O.O.O



# 4
Computed, not measured: C32H53Mg2O21S6 as an isolated structure, with ωB97M-V/def2-TZVPD.

Structure (XYZ):
```
114
C32H53Mg2O21S6 | the Open Molecules 2025 dataset | ωB97M-V/def2-TZVPD
C 5.391 11.465 -0.794
C 4.624 9.407 3.186
C -0.268 12.595 2.920
H 4.358 11.433 -4.138
H 2.909 12.137 -4.949
H 5.385 14.979 0.591
C 4.733 16.494 -6.143
H 2.746 17.378 -0.557
O 7.194 8.200 1.467
H 7.285 9.380 -4.231
H 5.078 13.417 -7.035
C 3.856 8.304 2.483
H 0.410 15.423 -3.800
H 5.466 15.691 -6.125
O 4.162 7.974 1.278
H 2.250 12.878 0.276
H 7.058 8.411 4.316
H 2.673 13.623 1.686
C 8.472 7.545 -1.916
H 4.265 19.813 -4.913
H 13.193 10.669 -0.166
C 5.416 15.869 1.223
O 0.291 12.297 1.727
C 2.591 12.603 1.284
H 4.509 16.820 -7.162
O 6.176 8.309 -0.951
H 2.646 6.549 2.824
H 7.475 14.556 -5.521
O 12.339 7.509 1.328
H 1.759 10.755 1.405
S 7.977 7.340 2.420
H 3.168 18.528 -4.208
O 3.373 9.084 6.553
C 3.494 8.911 5.355
H 7.878 9.971 -2.657
O -1.377 13.015 3.072
C 1.724 11.612 3.465
H 6.420 5.660 2.096
H 9.101 7.526 -2.806
O 5.506 10.069 2.512
H 1.743 10.568 3.775
O 5.587 17.211 -3.799
O 7.298 15.090 -4.767
O 1.794 7.155 5.182
O 6.728 12.122 -6.949
O 4.796 10.495 -0.324
C 7.042 9.498 -3.177
H 3.595 12.205 1.153
C 3.829 18.824 -5.022
C 2.712 7.757 4.633
H 12.801 10.565 1.480
O 1.427 18.221 -2.690
H 6.150 6.468 3.707
O 5.312 14.451 -2.767
C 5.565 12.725 -6.353
H 3.379 18.649 -5.998
H 8.638 17.400 0.102
H 3.771 16.163 -5.742
S 5.349 17.819 -5.145
H 2.653 12.114 3.727
Mg 6.846 15.820 -3.121
H 8.651 8.015 4.755
C 3.698 11.390 -5.008
H 3.676 16.625 -1.817
C 8.015 16.762 0.720
Mg 5.795 9.270 0.711
C 6.674 10.765 -6.662
C 6.892 11.532 -0.252
H 7.580 5.348 3.490
C 6.863 6.020 3.020
H 2.743 15.669 -0.540
H 8.765 12.703 -0.327
O 7.631 10.082 -6.732
C 4.387 9.684 4.504
S 6.281 17.114 0.212
O 7.970 14.572 -1.816
O 5.474 10.407 -6.221
H 8.054 17.059 1.767
O 7.266 10.513 0.334
C 1.586 11.699 1.929
S 6.754 7.958 -2.282
H 8.505 6.613 -1.356
H 4.008 12.446 -2.149
H 6.148 10.106 -3.045
C 13.094 9.936 0.637
S 11.886 8.594 0.402
H 14.062 9.516 0.908
C 10.547 9.483 1.328
H 5.019 10.386 5.036
H 3.971 11.457 -7.125
H 10.836 9.630 2.363
H 9.561 9.085 1.102
H 10.514 10.477 0.868
H 2.117 15.759 -4.100
H 5.916 15.646 2.162
H 8.266 9.401 3.583
C 5.786 13.524 -2.025
C 7.733 12.625 -0.633
C 1.388 15.512 -3.325
O 6.224 16.615 -1.194
H 8.893 8.306 -1.252
C 8.076 8.380 3.906
C 7.191 13.634 -1.406
S 1.221 16.875 -2.053
C 4.979 12.484 -1.667
H 3.240 10.403 -4.967
O 0.564 12.272 3.915
C 4.594 11.543 -6.230
H 8.123 15.703 0.496
H 5.821 13.162 -5.391
C 2.768 16.509 -1.233
H 4.414 16.260 1.382
C 3.040 7.461 3.245
H 1.697 14.528 -2.973
```

Summary:
Charge ... -1
LUMO level ... 1.3937 eV
E_HOMO ... -4.3067 eV



# 5
Computed, not measured: one molecule with the formula C21H25N3O4S, with ωB97M-V/def2-TZVPD.

Structure (XYZ):
```
54
C21H25N3O4S | the Open Molecules 2025 dataset | ωB97M-V/def2-TZVPD
N 4.094 0.852 0.861
H 1.966 -4.141 1.236
C 2.395 -2.184 -1.479
H -4.341 -0.658 -2.797
O -5.569 -0.145 2.392
H 4.087 -3.064 1.862
O 1.327 0.096 0.438
C 3.587 -1.580 -1.124
C -5.721 -0.028 -1.215
C 3.168 2.695 -0.359
C 1.917 2.847 0.523
H -7.651 -1.245 0.377
H -1.610 0.574 -2.366
C -2.987 0.223 1.260
H -4.580 1.085 -2.719
C -7.486 -0.355 0.979
H 1.802 3.877 0.868
N -5.224 -0.018 0.159
O 5.422 2.649 0.502
C 4.208 -1.886 0.080
C 5.095 -0.003 1.450
H -8.007 -0.464 1.927
S 0.566 0.826 -0.537
C -4.492 0.180 -2.116
O 0.875 0.634 -1.928
C 5.456 -1.160 0.501
H -7.890 0.505 0.449
H -0.926 0.456 1.825
H 1.984 2.197 1.397
C 3.613 -2.817 0.922
H 2.923 2.031 -1.192
C -1.170 0.543 -0.279
H -6.455 0.771 -1.351
H -3.367 0.120 2.262
H 5.975 0.611 1.653
H 0.869 -3.570 -0.898
H 6.140 -1.835 1.017
N 0.688 2.464 -0.151
C 2.421 -3.423 0.570
C -1.636 0.415 1.015
H 0.523 3.008 -0.986
C -3.844 0.165 0.170
H 4.705 -0.406 2.390
C 4.357 2.078 0.378
C -2.019 0.483 -1.373
H 3.196 0.421 0.669
H 3.482 3.659 -0.764
H 4.037 -0.854 -1.787
C 1.807 -3.103 -0.629
C -3.361 0.290 -1.138
C -6.016 -0.166 1.267
H -6.212 -0.983 -1.426
H 1.918 -1.919 -2.410
H 5.963 -0.751 -0.374
```

Summary:
LUMO level ... 0.3313 eV
E_HOMO ... -8.7620 eV
SMILES string ... CC(=O)N1CCc2cc(S(=O)(=O)NCCC(=O)NCCc3ccccc3)ccc21



# 6
Computed, not measured: one molecule with the formula C4H4O3, with ωB97M-V/def2-TZVPD.

Structure (XYZ):
```
11
C4H4O3 | the Open Molecules 2025 dataset | ωB97M-V/def2-TZVPD
H -2.300 -0.158 -1.193
C 1.937 0.218 0.387
H 2.756 0.076 1.117
H -2.020 0.557 0.436
C -1.565 0.296 -0.525
O -0.140 -1.576 -1.051
C 0.581 -0.349 0.800
H -1.180 1.219 -0.978
C -0.396 -0.626 -0.348
O 0.329 -0.567 1.962
O 2.051 0.841 -0.639
```

Summary:
LUMO level ... -0.8894 eV
E_HOMO ... -9.8171 eV
SMILES string ... CC(=O)C(=O)C=O



# 7
Computed, not measured: C19H19Cl2F5InN2O2S as an isolated structure, with ωB97M-V/def2-TZVPD.

Structure (XYZ):
```
51
C19H19Cl2F5InN2O2S | the Open Molecules 2025 dataset | ωB97M-V/def2-TZVPD
H 2.958 0.910 0.887
N 1.342 0.175 1.985
C -5.170 2.503 2.361
C -3.139 -0.896 -2.689
H -1.880 -4.077 0.307
H 2.689 0.498 -2.036
F -2.252 4.605 2.075
O -0.601 -2.548 0.468
C 1.101 -0.866 3.020
H 0.136 -0.691 3.493
C -3.244 1.119 1.871
H 1.357 2.296 1.876
H -3.683 -4.323 -0.995
In -0.446 -0.326 0.527
H 1.090 -1.859 2.569
Cl -2.926 0.646 -3.441
C -4.605 1.267 2.108
N 1.465 -0.700 -0.767
F -4.911 4.823 2.619
C -4.378 3.637 2.371
C -3.027 3.525 2.103
C -1.605 -3.080 -0.057
O -1.196 -0.524 -1.410
C 2.514 -1.067 0.193
H 2.316 1.603 3.201
F -6.472 2.608 2.591
F -1.177 2.209 1.533
H 2.245 -2.043 0.601
H 0.586 -1.542 -2.492
C -2.221 -1.286 -1.692
H 1.884 -0.833 3.783
F -5.396 0.196 2.112
C 1.389 1.512 2.629
C -4.172 -1.711 -3.078
C 2.629 -0.045 1.291
C -2.441 -2.551 -1.087
H 2.301 -1.950 -2.249
H 3.389 -0.369 2.006
S -2.596 -0.506 1.640
C -4.369 -2.957 -2.466
H 1.044 -2.715 -1.251
H 3.483 -1.175 -0.303
C 1.336 -1.799 -1.755
H -4.843 -1.386 -3.863
Cl -5.694 -3.949 -2.973
C -2.494 2.277 1.859
H 1.784 1.411 -0.812
C -3.525 -3.367 -1.482
H 0.551 1.633 3.306
H 0.934 0.731 -2.203
C 1.742 0.562 -1.494
```

Summary:
Charge ... +1
LUMO level ... -3.7044 eV
E_HOMO ... -11.1957 eV



# 8
Computed, not measured: one molecule with the formula C7H12N2O, with ωB97M-V/def2-TZVPD.

Structure (XYZ):
```
22
C7H12N2O | the Open Molecules 2025 dataset | ωB97M-V/def2-TZVPD
H -0.233 -2.014 -1.017
H -2.711 -0.473 2.750
C 1.875 0.839 -1.035
H -1.579 0.265 -0.998
H -0.701 0.730 -2.445
C -1.626 -1.344 1.220
H 2.689 0.352 -0.560
H 0.624 -1.278 -2.373
H -1.562 -2.148 0.516
O -0.996 1.592 3.149
H -0.404 1.754 -0.831
H 2.054 0.761 -2.113
C 0.774 -1.436 -1.309
H 0.856 1.357 1.835
H 1.539 1.818 -0.652
H 1.611 -1.904 -0.765
C -1.881 -0.460 2.121
C 0.587 -0.080 -0.743
C -0.912 0.661 2.338
N 0.426 -0.361 0.672
C -0.594 0.716 -1.310
N 0.167 0.652 1.549
```

Summary:
LUMO level (alpha / beta) ... -0.6014 / -0.2573 eV
E_HOMO (alpha / beta) ... -7.8075 / -8.2063 eV



# 9
Computed, not measured: one molecule with the formula C4H9NO2, with ωB97M-V/def2-TZVPD.

Structure (XYZ):
```
16
C4H9NO2 | the Open Molecules 2025 dataset | ωB97M-V/def2-TZVPD
H 0.259 0.885 1.315
H 0.623 -0.137 -3.108
H -1.815 -1.058 0.938
N 0.175 0.778 -1.265
H -0.699 -1.663 2.262
H 1.895 0.663 -2.532
C 0.387 -0.316 -0.479
C -1.063 -0.815 1.685
C 0.808 0.802 -2.559
H 0.340 1.526 -3.202
H -1.347 -0.312 3.533
C 0.146 -0.163 1.008
O 0.871 -1.341 -0.925
H -0.070 1.637 -0.805
O -1.578 0.066 2.687
H 1.069 -0.553 1.446
```

Summary:
LUMO level ... 0.8235 eV
E_HOMO ... -9.6224 eV
SMILES string ... CNC(=O)CCO



# 10
Computed, not measured: C11H14F16NO9P2S2 as an isolated structure, with ωB97M-V/def2-TZVPD.

Structure (XYZ):
```
55
C11H14F16NO9P2S2 | the Open Molecules 2025 dataset | ωB97M-V/def2-TZVPD
O 3.169 -7.628 1.807
H -0.279 4.528 -5.618
H -0.204 0.169 2.672
C -1.847 -0.585 1.581
S 0.097 -5.004 1.415
C 0.694 4.477 -2.862
H -2.278 3.834 0.770
C 0.120 5.473 -5.240
H -3.987 -6.822 4.743
O 1.957 4.828 -2.267
H 3.660 -5.889 3.942
F -1.663 -1.580 2.480
C 3.155 4.689 -2.979
O 0.595 -3.608 1.178
H -1.345 -1.940 -0.048
F 4.988 5.856 -3.918
P -2.494 -6.166 3.358
H 0.219 -0.071 1.014
F 3.083 6.894 -3.886
N 1.194 -6.214 1.021
F -2.911 0.134 2.016
O -3.231 -6.233 4.869
C -0.580 0.301 1.656
H -0.973 -3.736 3.809
F 3.955 3.917 -2.219
O -0.724 1.733 1.548
O -3.631 -5.492 2.325
C 3.855 6.033 -3.201
C -2.159 -1.271 0.245
O -2.173 -7.542 2.828
H 0.737 3.509 -3.362
O 1.281 -7.600 3.311
F -3.110 2.194 0.055
F -2.388 -0.398 -0.757
H 0.047 4.312 -2.001
O -1.106 -5.211 0.539
S 2.072 -6.759 2.354
H 4.111 6.494 -2.245
H -4.433 -5.256 2.804
C -0.021 5.554 -3.716
F 1.386 5.603 -5.664
C -0.745 2.363 0.300
F -1.350 5.434 -3.445
F 2.953 4.007 -4.114
C -2.086 3.059 0.025
F -2.088 3.631 -1.206
F -0.579 6.483 -5.818
F 0.344 6.777 -3.271
F -0.390 1.507 -0.665
P -0.607 -5.079 3.450
F 0.238 3.296 0.341
H 2.260 -4.807 3.879
C 2.943 -5.408 3.236
H 3.556 -4.778 2.561
F -3.286 -2.010 0.370
```

Summary:
Charge ... -1
LUMO level ... 2.0011 eV
E_HOMO ... -6.0698 eV



# 11
Computed, not measured: one molecule with the formula C12H11NO4, with ωB97M-V/def2-TZVPD.

Structure (XYZ):
```
28
C12H11NO4 | the Open Molecules 2025 dataset | ωB97M-V/def2-TZVPD
C 0.779 0.094 0.985
N 1.511 -1.717 -3.582
O 1.815 0.708 -3.786
O 0.270 -3.769 -3.006
C -2.010 1.844 0.247
H 1.413 -1.867 -4.598
C 0.740 -1.889 -1.338
O -2.454 1.085 -0.894
H 1.177 0.597 3.176
C 0.330 -2.415 0.069
H 1.436 2.000 2.010
H 0.074 -1.675 2.298
O -1.761 3.056 0.076
C -0.700 1.691 2.587
H 1.577 1.678 -0.629
H -2.879 1.416 2.241
C 1.562 -0.319 -3.124
C 0.753 1.093 2.225
C 0.782 -2.654 -2.732
H -0.661 2.824 2.479
C 0.362 -1.385 1.224
H -0.917 1.416 3.676
C 1.235 0.610 -0.430
C -1.901 1.143 1.683
C 1.200 -0.427 -1.578
H 0.022 -3.496 0.235
H -1.824 0.348 -1.068
H -1.931 0.007 1.556
```

Summary:
LUMO level ... -1.2227 eV
E_HOMO ... -9.6429 eV
SMILES string ... O=C(O)CCCc1ccc2c(c1)C(=O)NC2=O



# 12
Computed, not measured: C4H9O as an isolated structure, with ωB97M-V/def2-TZVPD.

Structure (XYZ):
```
14
C4H9O | the Open Molecules 2025 dataset | ωB97M-V/def2-TZVPD
H -2.373 -1.051 -2.082
H 1.521 -0.603 -0.040
C -1.551 0.406 -0.569
H -1.137 1.423 -0.670
H 0.806 0.979 -0.999
C -1.575 -0.358 -1.905
H 3.496 1.195 5.788
C -0.526 -0.729 -0.824
O -2.229 0.048 0.557
H 3.252 0.834 6.438
H -1.308 0.259 -2.746
C 0.880 -0.169 -0.828
H 1.402 -0.486 -1.764
H -0.659 -1.747 -0.357
```

Summary:
Charge ... -1
LUMO level ... 4.1803 eV
E_HOMO ... -1.2894 eV



Sequential total energy output: -363.596603 -247.126265 -1112.063196 -5620.692908 -1678.688723 -380.499884 -3003.229908 -458.473102 -363.029808 -4236.498620 -819.457342 -232.921060 hartree